C38H38N7O3S2V | ωB97M-V/def2-TZVPD

The geometry in ORCA input format:
```
! wB97M-V def2-TZVPD RIJCOSX def2/J DEFGRID3
* xyz 1 4
V -0.417 -0.187 0.739
S 0.451 -0.526 -2.383
S -0.389 -0.195 3.335
O 1.588 -0.956 -1.596
O -0.346 -2.274 0.692
O 0.144 -1.308 -3.552
N 0.181 -2.687 4.187
N -0.101 4.369 0.529
N -0.292 1.919 0.658
N 1.634 -2.003 2.737
N -0.766 -0.349 -1.374
N -2.566 -0.145 0.563
N 1.788 -0.229 1.203
C -5.314 -0.132 0.123
C -2.137 -3.822 0.797
C -3.050 -0.259 -0.713
C 3.909 0.438 0.306
C 2.544 0.576 0.441
C 1.521 -4.045 -0.276
C 0.602 6.810 -0.774
C 0.327 -4.466 0.314
C 2.204 1.454 -3.101
C -4.436 -0.262 -0.975
C 2.334 -6.306 -0.181
C 2.518 -4.972 -0.528
C 1.546 3.634 -3.881
C 0.210 3.290 -3.715
C -2.597 -0.513 -3.061
C -3.985 -0.517 -3.308
C -0.685 6.072 -1.134
C -0.133 2.036 -3.231
C 1.143 -6.726 0.395
C -4.812 -0.012 1.386
C 1.677 5.831 -0.302
C 1.094 -3.714 4.012
C 0.868 1.120 -2.933
C 0.500 -1.638 3.404
C 2.413 -1.192 1.867
C 1.994 -3.296 3.111
C 2.541 2.717 -3.571
C -1.182 5.232 0.033
C 1.173 5.019 0.879
C 0.131 -5.808 0.630
C -0.216 3.072 0.597
C -2.100 -0.380 -1.780
C -0.967 -2.717 5.079
C 4.532 -0.596 0.978
C 3.779 -1.425 1.786
C -3.417 -0.026 1.558
C -0.699 -3.442 0.611
C -4.898 -0.393 -2.303
H 5.600 -0.750 0.896
H 3.118 -7.026 -0.379
H -1.504 5.873 0.860
H 3.435 -4.657 -1.009
H -6.383 -0.130 -0.054
H 2.012 1.351 -0.094
H 4.249 -2.201 2.370
H -5.962 -0.396 -2.501
H 0.960 7.375 -1.634
H -0.501 5.414 -1.986
H 1.000 -7.768 0.650
H -5.453 0.092 2.250
H -1.871 -2.492 4.517
H 2.968 0.724 -2.871
H 0.401 7.538 0.019
H -1.469 6.774 -1.422
H -2.738 -2.924 0.918
H -0.568 3.995 -3.976
H -1.033 -3.712 5.512
H 1.942 5.150 -1.117
H -2.021 4.598 -0.247
H -0.801 -6.139 1.070
H -2.989 0.056 2.550
H 2.815 -3.819 2.659
H -2.248 -4.456 1.679
H -2.489 -4.399 -0.059
H 2.584 6.362 -0.009
H 4.459 1.118 -0.328
H -0.851 -1.976 5.867
H 0.996 5.666 1.744
H 1.810 4.611 -4.265
H -4.319 -0.624 -4.332
H 1.637 -3.006 -0.564
H -1.173 1.770 -3.099
H 1.004 -4.651 4.532
H -1.920 -0.635 -3.892
H 1.876 4.243 1.179
H 3.582 2.978 -3.711
*
```

Computed properties:
* LUMO level (alpha / beta): -0.0813 / -0.0853 hartree
* expectation value of S²: 3.759
* orbital gap (alpha / beta): 0.2574 / 0.2736 hartree
* energy relative to the best compared isomer or geometry (same formula, charge and spin): 0.0 kJ/mol
* total energy: -3820.2087 hartree

=====

C38H39As2N8O5V | ωB97M-V/def2-TZVPD

The geometry in ORCA input format:
```
! wB97M-V def2-TZVPD RIJCOSX def2/J DEFGRID3
* xyz 2 3
As -1.609 1.986 -0.747
As -1.719 -1.157 -0.455
V 0.463 0.345 -0.112
O 3.389 -4.443 -1.341
O 2.077 -2.155 -1.338
O 0.876 -1.613 0.454
O -4.689 0.570 5.890
O -3.071 0.963 7.344
N 0.819 2.146 -6.004
N 1.346 2.391 -3.785
N 2.612 0.260 0.205
N 0.398 0.376 -4.623
N 0.077 -1.379 -3.189
N 0.717 0.659 -2.278
N 0.650 0.406 2.156
N 1.208 2.355 -0.249
C 5.236 -0.244 0.950
C 1.912 -3.730 0.437
C 1.456 3.154 0.800
C -2.652 0.794 3.779
C -1.569 -2.996 -1.069
C -3.394 0.723 6.221
C -2.995 2.635 0.468
C 0.409 -0.094 -3.388
C 1.860 0.165 2.480
C 0.845 1.619 -4.786
C -4.443 0.936 -3.689
C -1.057 0.332 5.501
C -3.531 1.667 -2.941
C 2.766 -4.667 -0.174
C -3.021 -1.444 0.966
C 1.535 -5.265 2.272
C -2.874 -0.343 -1.781
C 4.232 -0.162 1.908
C -2.371 0.600 5.119
C 1.649 2.737 -1.457
C 1.230 1.872 -2.597
C -1.286 3.674 -1.649
C -0.048 0.249 4.563
C 2.941 0.083 1.498
C 2.688 4.680 -0.554
C 2.396 3.883 -1.650
C 2.189 4.317 0.688
C 1.622 -2.441 -0.208
C 2.998 -5.893 0.451
C 4.901 -0.066 -0.376
C 1.308 -4.054 1.665
C -1.634 0.719 2.841
C 3.577 0.183 -0.708
C -2.749 1.026 -1.983
C -4.589 -0.429 -3.470
C -3.805 -1.068 -2.519
C -0.334 0.452 3.211
C 2.390 -6.184 1.652
H -3.656 1.037 3.447
H 4.448 -0.295 2.962
H 1.047 2.844 1.750
H 3.280 5.579 -0.670
H 2.576 -7.144 2.119
H 0.502 1.589 -6.779
H -2.252 4.098 -1.905
H 1.207 3.059 -6.165
H -3.439 2.730 -3.117
H -2.569 3.115 1.345
H -3.632 1.808 0.771
H -1.841 0.867 1.798
H 0.650 -3.325 2.120
H -3.504 -0.513 1.249
H 5.644 -0.134 -1.160
H -5.313 -0.996 -4.042
H 0.949 0.036 4.921
H 3.662 -6.597 -0.034
H 2.154 -0.005 3.508
H -2.295 -3.596 -0.530
H -3.922 -2.134 -2.361
H -0.788 4.348 -0.954
H -0.024 -1.903 -4.046
H -5.047 1.433 -4.438
H -0.845 0.194 6.553
H -2.543 -1.888 1.836
H -3.766 -2.124 0.565
H -1.772 -3.029 -2.133
H -4.800 0.281 4.978
H 0.629 -1.833 -2.455
H -3.594 3.353 -0.085
H -0.579 -3.399 -0.873
H 2.364 4.928 1.564
H 2.719 4.132 -2.651
H 6.257 -0.453 1.240
H 3.107 -3.562 -1.653
H 3.285 0.298 -1.741
H 1.063 -5.507 3.215
H -0.688 3.574 -2.549
*
```

Computed properties:
* LUMO level (alpha / beta): -0.2336 / -0.2331 hartree
* expectation value of S²: 2.035
* orbital gap (alpha / beta): 0.2312 / 0.2317 hartree
* energy relative to the best compared isomer or geometry (same formula, charge and spin): 47.1 kJ/mol
* total energy: -7700.9993 hartree